Record 1
Density functional theory data (ωB97M-V with the def2-TZVPD basis set) for a cluster of 2 separate species, C3H7O2S in total at a distorted geometry.

Calculated values
gap between HOMO and LUMO: 0.2591 Ha
E_LUMO: 3.96 eV
electronic energy: -667.20417 hartree
charge: -1
energy above the lowest of the compared OMol25 structures with the same formula, charge and spin: 24.55 kcal/mol

Element x y z (Å)
O 1.863 2.089 -1.503
C 1.021 1.246 -1.325
C -0.476 1.496 -1.284
C -1.213 0.179 -0.981
S -0.711 -0.462 0.670
H 1.248 0.167 -1.291
H -0.779 2.076 -2.161
H -0.582 2.153 -0.412
H -0.834 -0.517 -1.745
H -2.270 0.354 -1.192
H 0.029 -3.206 2.196
H 0.119 -1.993 2.953
O 0.376 -2.908 3.051

Record 2
Density functional theory data (ωB97M-V with the def2-TZVPD basis set) for a cluster of 2 separate species, C3H7O2S in total at a distorted geometry.

Calculated values
gap between HOMO and LUMO: 0.2070 Ha
E_LUMO: 3.05 eV
electronic energy: -667.18416 hartree
charge: -1
energy above the lowest of the compared OMol25 structures with the same formula, charge and spin: 37.10 kcal/mol

Element x y z (Å)
O 0.565 -2.941 1.973
C -0.044 -1.974 1.568
C -1.376 -2.044 0.856
C -1.746 -0.866 -0.027
S -0.636 0.621 -0.096
H 0.454 -0.990 1.485
H -2.114 -2.257 1.645
H -1.347 -2.989 0.312
H -2.783 -0.543 0.095
H -1.707 -1.172 -1.073
H 4.242 4.961 -2.652
H 2.917 4.757 -1.935
O 3.576 5.436 -2.149

Record 3
Density functional theory data (ωB97M-V with the def2-TZVPD basis set) for a cluster of 2 separate species, C3H7O2S in total at a distorted geometry.

Calculated values
gap between HOMO and LUMO: 0.2612 Ha
E_LUMO: 3.09 eV
electronic energy: -667.19485 hartree
charge: -1
energy above the lowest of the compared OMol25 structures with the same formula, charge and spin: 30.39 kcal/mol

Element x y z (Å)
C -0.532 -1.085 -1.443
C -0.279 -0.860 0.055
S -0.800 -2.129 1.309
H 0.354 -1.465 -1.959
H -1.332 -1.799 -1.496
H -0.876 -0.190 -1.921
H -1.008 0.021 0.377
H 0.783 -0.733 0.379
H -0.262 -3.191 0.560
O -0.177 2.118 -0.938
C 0.792 2.201 -0.085
O 1.995 2.677 -0.173
H 0.710 1.528 0.842

Record 4
Density functional theory data (ωB97M-V with the def2-TZVPD basis set) for a cluster of 2 separate species, C3H7O2S in total at a distorted geometry.

Calculated values
gap between HOMO and LUMO: 0.2918 Ha
E_LUMO: 3.76 eV
electronic energy: -667.21902 hartree
charge: -1
energy above the lowest of the compared OMol25 structures with the same formula, charge and spin: 15.22 kcal/mol

Element x y z (Å)
C 1.673 0.364 0.449
C 0.583 -0.268 1.362
S -0.171 -1.758 0.679
H 1.246 0.562 -0.532
H 2.579 -0.236 0.421
H 1.944 1.432 0.792
H 0.946 -0.465 2.377
H -0.350 0.350 1.405
H -0.537 -0.987 -0.516
O -0.654 1.982 -0.283
C -0.915 1.340 -1.325
O -0.543 0.143 -1.675
H -1.570 1.858 -2.067

Record 5
Density functional theory data (ωB97M-V with the def2-TZVPD basis set) for a cluster of 2 separate species, C3H7O2S2 in total at a distorted geometry.

Calculated values
gap between HOMO and LUMO (spin up / spin down): 0.2508 / 0.2508 Ha
E_LUMO (spin up / spin down): 3.67 / 3.67 eV
electronic energy: -1065.35264 hartree
charge: -1
energy above the lowest of the compared OMol25 structures with the same formula, charge and spin: 52.46 kcal/mol

Element x y z (Å)
C -0.520 0.892 -1.166
C -1.321 -0.581 0.878
C -0.253 -0.216 -0.159
O 2.673 -0.574 0.724
O 1.930 1.908 0.527
S 0.581 -1.662 -0.782
S 1.704 0.564 1.174
H -1.457 0.913 -1.692
H 0.238 0.726 -1.872
H -0.364 1.780 -0.655
H -0.905 -1.128 1.713
H -1.970 0.295 1.020
H -2.041 -1.404 0.364
H 1.705 -1.514 -0.075

Record 6
Density functional theory data (ωB97M-V with the def2-TZVPD basis set) for a cluster of 2 separate species, C3H7O2SSi in total at a distorted geometry.

Calculated values
gap between HOMO and LUMO: 0.2813 Ha
E_LUMO: 3.01 eV
electronic energy: -956.65261 hartree
charge: -1
energy above the lowest of the compared OMol25 structures with the same formula, charge and spin: 33.24 kcal/mol

Element x y z (Å)
C -1.341 1.993 0.112
C 1.575 -1.661 0.039
C -0.596 0.755 -0.478
O -0.574 2.961 -0.237
O -2.430 2.098 0.635
Si 1.016 0.160 0.336
S -2.049 -1.435 -0.653
H 2.123 -1.659 -0.901
H 2.067 -1.930 0.959
H 0.721 -2.243 -0.093
H -0.598 0.930 -1.576
H 2.106 1.126 -0.153
H 1.075 0.086 1.730
H -3.094 -1.182 0.282

Record 7
Density functional theory data (ωB97M-V with the def2-TZVPD basis set) for a cluster of 2 separate species, C3H7O3 in total at a distorted geometry.

Calculated values
gap between HOMO and LUMO: 0.2550 Ha
E_LUMO: 4.14 eV
electronic energy: -344.22692 hartree
charge: -1
energy above the lowest of the compared OMol25 structures with the same formula, charge and spin: 52.27 kcal/mol

Element x y z (Å)
C 1.711 -1.404 -1.566
O 1.636 -0.236 -0.820
H 2.678 -1.428 -2.230
H 1.779 -2.311 -0.910
H 0.818 -1.539 -2.228
O -1.717 -0.590 0.551
C -0.989 0.407 0.632
O -0.557 0.813 1.915
C -0.558 1.263 -0.428
H -0.806 0.136 2.570
H 0.032 2.183 -0.318
H -1.145 1.249 -1.345
H 0.768 0.215 -0.538

Record 8
Density functional theory data (ωB97M-V with the def2-TZVPD basis set) for a cluster of 2 separate species, C3H7O3 in total at a distorted geometry.

Calculated values
gap between HOMO and LUMO: 0.2931 Ha
E_LUMO: 3.91 eV
electronic energy: -344.27621 hartree
charge: -1
energy above the lowest of the compared OMol25 structures with the same formula, charge and spin: 21.34 kcal/mol

Element x y z (Å)
C -0.625 2.652 0.125
C 0.290 1.664 0.915
O 0.897 0.803 0.241
O 0.327 1.857 2.146
H -1.092 3.288 0.876
H -1.383 2.097 -0.439
H 0.012 3.200 -0.563
C 0.222 -2.763 -0.889
O 0.368 -2.654 0.531
H 0.516 -1.718 0.753
H 1.118 -3.230 -1.278
H -0.001 -1.790 -1.329
H -0.649 -3.406 -1.090